[1]
C29H33CoN3P2Te | ωB97M-V with the def2-TZVPD basis set

```
69
Properties=species:S:1:pos:R:3
Te -2.758 -0.776 -2.293
Co -0.762 0.346 -0.927
P -0.122 -1.070 0.901
P 2.086 -1.331 -0.911
N -1.281 2.165 -0.459
N -2.102 4.406 0.092
N 1.597 -1.256 0.673
C 6.393 -2.525 -1.433
C -3.708 0.932 -3.127
C -1.675 3.230 -0.198
C -0.568 1.220 4.822
C -3.532 4.753 -0.044
C -1.563 -4.734 -0.022
C -1.195 5.419 0.669
C 0.635 1.277 4.130
C -0.260 -0.218 2.470
C 0.775 1.480 -3.560
C 0.790 0.568 2.949
C 4.557 -1.106 -2.047
C 1.633 0.253 -1.657
C -1.622 0.457 4.335
C 1.263 2.655 -3.007
C 5.871 -1.494 -2.211
C -1.474 -0.262 3.159
C -1.709 -5.333 1.224
C 4.292 -2.812 -0.312
C 5.608 -3.181 -0.487
C 0.966 0.269 -2.896
C 2.104 1.454 -1.094
C -1.393 -4.635 2.383
C 1.923 2.643 -1.780
C -0.939 -3.328 2.307
C 3.771 -1.747 -1.072
C -0.807 -2.713 1.058
C -1.114 -3.426 -0.104
C -4.113 -1.024 -0.671
H 4.148 -0.306 -2.651
H -2.295 -0.872 2.800
H 2.159 -1.681 1.406
H 2.638 1.442 -0.152
H -3.730 -1.814 -0.029
H 0.668 -0.663 -3.366
H -0.696 -2.793 3.216
H 6.494 -0.999 -2.943
H 1.146 3.587 -3.545
H 1.457 1.864 4.518
H -1.269 6.328 0.076
H -3.934 4.993 0.939
H -4.668 0.610 -3.520
H -3.089 1.311 -3.937
H -1.500 -5.111 3.349
H -2.554 0.408 4.880
H -1.490 5.622 1.697
H 1.734 0.618 2.420
H 2.321 3.562 -1.368
H -5.071 -1.320 -1.089
H 6.026 -3.989 0.099
H -0.174 5.050 0.645
H 0.284 1.493 -4.524
H 3.671 -3.347 0.399
H -0.682 1.765 5.750
H -3.836 1.684 -2.355
H -4.074 3.911 -0.464
H -0.980 -2.974 -1.082
H -4.202 -0.088 -0.127
H 7.423 -2.828 -1.573
H -3.624 5.614 -0.702
H -1.798 -5.286 -0.922
H -2.066 -6.352 1.291
```

Total charge = +3
Multiplicity = 5
Kohn-Sham gap (spin up / spin down) = 8.3 / 6.3 eV
E_HOMO (spin up / spin down) = -0.61203 / -0.62450 Eh

These are the Mulliken partial charges, in e, on atoms 1 to 4: Te 0.292; Co 0.524; P 0.966; P 0.718

---

[2]
C3H6N2O4 | ωB97M-V with the def2-TZVPD basis set

```
15
Properties=species:S:1:pos:R:3
O 1.818 1.116 1.804
O 1.520 0.160 -1.555
O -2.379 -0.735 1.354
O -0.840 -0.962 -1.756
N -2.255 -0.821 -0.078
N 2.176 1.094 0.395
C 1.239 0.479 -0.415
C -0.991 -0.463 -0.439
C -0.083 0.088 0.238
H -0.143 -0.618 -1.996
H 2.356 1.939 0.260
H -2.638 -1.589 -0.513
H -3.086 -0.075 1.360
H 2.209 0.395 2.343
H -0.094 0.784 1.246
```

Total charge = 0
Kohn-Sham gap = 9.8 eV
SMILES = O=C(/C=C(\O)NO)NO
E_HOMO = -0.33344 Eh

These are the Mulliken partial charges, in e, on atoms 1 to 4: O -0.461; O -0.662; O -0.401; O -0.433

---

[3]
C6H9FS | ωB97M-V with the def2-TZVPD basis set

```
17
Properties=species:S:1:pos:R:3
S -1.574 0.792 -0.333
F 2.046 -0.685 -0.366
C 0.138 0.741 0.178
C 0.066 -0.476 1.154
C 0.767 1.951 -0.032
C 0.746 -0.362 -0.790
C -0.212 -1.293 -0.029
C -1.641 -1.125 -0.247
H 0.206 -2.335 -0.081
H 0.083 2.569 -0.811
H -0.814 -0.075 1.886
H 0.694 2.566 1.029
H 0.800 -0.455 -1.945
H -1.936 -1.637 -1.302
H 1.952 2.103 -0.439
H -2.298 -1.644 0.470
H 0.976 -0.636 1.659
```

Total charge = 0
Kohn-Sham gap = 9.6 eV
SMILES = C[C@@]12C[C@@H](CS1)[C@@H]2F
E_HOMO = -0.32132 Eh

These are the Mulliken partial charges, in e, on atoms 1 to 4: S -0.184; F -0.305; C 0.817; C -0.921

---

[4]
C18H20N2O5 | ωB97M-V with the def2-TZVPD basis set

```
45
Properties=species:S:1:pos:R:3
O 0.478 3.211 0.196
O -6.449 -2.092 -0.156
O 1.399 -0.080 3.007
O 6.938 -0.038 -0.828
O 1.210 -2.156 2.245
N 1.016 1.072 0.641
N -2.174 2.978 0.801
C 1.139 -0.945 2.026
C 0.730 -0.366 0.708
C -3.141 0.311 -0.673
C 3.341 0.172 -1.377
C -1.435 1.783 0.549
C -3.021 -1.058 -0.899
C 5.122 -1.316 0.177
C 2.868 -0.806 -0.549
C -1.941 1.181 -0.785
C -5.509 0.004 -0.155
C 0.075 2.088 0.428
C 4.754 0.453 -1.455
C 1.402 -1.110 -0.422
C 3.784 -1.590 0.179
C -4.370 0.858 -0.256
C 5.566 -0.293 -0.655
C -5.336 -1.375 -0.331
C -4.122 -1.925 -0.701
H -2.056 2.045 -1.498
H 1.949 1.367 0.514
H 2.670 0.733 -2.009
H 3.297 -2.371 0.766
H -0.339 -0.424 0.644
H 5.781 -2.006 0.720
H -4.495 1.944 0.162
H -1.218 0.430 -1.155
H 0.933 -0.842 -1.367
H -1.973 -1.397 -1.115
H -2.013 3.372 1.716
H -6.328 -3.020 -0.312
H 5.147 1.203 -2.111
H -1.751 3.651 0.134
H 1.273 -2.204 -0.210
H -1.510 1.025 1.372
H 7.409 -0.587 -0.179
H -3.884 -3.016 -0.678
H 1.282 0.832 2.709
H -6.498 0.302 0.182
```

Total charge = 0
Kohn-Sham gap = 9.1 eV
SMILES = N[C@@H](Cc1ccc(O)cc1)C(=O)N[C@@H](Cc1ccc(O)cc1)C(=O)O
E_HOMO = -0.31538 Eh

These are the Mulliken partial charges, in e, on atoms 1 to 4: O -0.674; O -0.532; O -0.557; O -0.537

---

Energy
In order: -3621.68977, -528.17768, -731.92799, -1183.63910
Unit: hartree
Relative energy (zero: lowest compared OMol25 entry of this formula, charge and spin)
In order: 0.000, 7.579, 3.777, 1.194
Unit: eV